Entry 1:
{"formula": "C2H6N4", "method": "wB97M-V/def2-TZVPD", "species": ["C", "C", "N", "N", "N", "N", "H", "H", "H", "H", "H", "H"], "coordinates": [[-0.043140, -1.023070, -1.169579], [0.520061, 0.570694, 1.011407], [-1.130324, -0.638632, -0.320855], [-0.752730, 0.868998, 0.516284], [0.011499, -1.321395, 0.241707], [-0.167359, 1.939139, -0.070243], [-0.198125, -2.269229, 0.541486], [-0.756709, 2.750339, 0.158354], [-0.231760, -1.818358, -1.886635], [0.668317, -0.262748, -1.499428], [0.671627, 0.710098, 2.077525], [1.408645, 0.494165, 0.399976]], "atomic_forces_ev_per_a": [[0.2, 0.1, 0.2], [-0.1, 1.9, -0.3], [0.6, 0.7, 0.5], [-0.3, -1.6, -0.2], [-0.4, -0.6, -0.1], [0.4, -0.4, 0.1], [-0.2, 0.1, -0.3], [0.2, -0.1, 0.2], [0.0, 0.1, 0.1], [-0.1, 0.0, 0.1], [0.0, 0.0, -0.1], [-0.2, -0.1, -0.2]], "mulliken_charge": [-0.13, -0.18, -0.36, -0.01, -0.37, -0.50, 0.22, 0.21, 0.26, 0.24, 0.30, 0.31], "gap_ev": 9.326, "relative_energy_kcal_mol": 182.7, "homo_ha": -0.3103}

Entry 2:
{"formula": "C2H6N4O", "method": "wB97M-V/def2-TZVPD", "species": ["C", "C", "N", "N", "N", "N", "O", "H", "H", "H", "H", "H", "H"], "coordinates": [[-1.259867, -0.343496, 0.133886], [-0.585795, 1.066138, 0.569042], [-2.367603, -0.264634, -0.435858], [0.720122, 0.946835, 0.019329], [1.162466, -0.202618, 0.461633], [2.130090, -0.730109, -0.221071], [-0.559879, -1.348702, 0.399136], [-1.066340, 1.893909, 0.157863], [-0.698601, 1.076726, 1.706730], [-2.757100, -1.165138, -0.506446], [0.694463, 1.249364, -1.069353], [2.486724, -1.597480, -0.014897], [2.101323, -0.580798, -1.199992]], "atomic_forces_ev_per_a": [[0.8, 1.5, 0.6], [-1.4, -2.0, 1.5], [-2.0, 2.0, -0.5], [-0.2, -0.1, -1.6], [1.4, 0.3, 0.8], [-0.5, 2.0, -1.3], [1.5, -0.2, 0.2], [-1.0, 1.2, -0.7], [0.9, 0.1, -1.5], [-0.6, -1.5, -0.5], [0.5, -1.4, 2.8], [0.5, -2.2, 1.5], [0.1, 0.3, -1.3]], "mulliken_charge": [0.46, -0.42, -0.70, -0.16, 0.12, -0.35, -0.56, 0.33, 0.21, 0.24, 0.37, 0.25, 0.21], "gap_ev": [8.545, 8.545], "relative_energy_kcal_mol": 116.3, "homo_ha": [-0.3152, -0.3153]}

Entry 3:
{"formula": "C2H6N4O", "method": "wB97M-V/def2-TZVPD", "species": ["C", "C", "H", "H", "H", "H", "H", "H", "N", "N", "N", "N", "O"], "coordinates": [[-0.449848, -0.928429, 1.258884], [0.963012, 0.252863, -0.085536], [-2.145626, 1.589849, 1.574210], [-1.501872, 1.006910, 0.146787], [-0.164647, -1.842690, 1.821254], [1.187804, 0.881132, 0.777605], [1.426121, -0.160033, -3.050540], [0.422682, -0.993599, -2.035897], [-1.391876, 1.083397, 1.130623], [-1.225552, -0.077897, 1.788893], [1.537890, 0.460425, -1.193015], [1.289254, -0.490436, -2.142311], [0.052656, -0.781491, 0.009042]], "atomic_forces_ev_per_a": [[-0.7, -0.8, 1.5], [0.7, 0.6, -0.6], [0.0, 0.0, -0.3], [-0.1, 0.0, -1.0], [-0.4, 0.7, -0.7], [-0.4, -0.4, -0.2], [0.3, 0.7, -1.3], [-0.1, -0.1, 0.0], [-0.8, 1.2, 0.7], [1.0, -1.2, 0.7], [0.0, -0.2, 0.6], [-0.2, -0.7, 0.7], [0.6, 0.1, -0.1]], "mulliken_charge": [0.01, 0.12, 0.27, 0.17, 0.37, 0.44, 0.23, 0.25, -0.34, -0.32, -0.39, -0.35, -0.46], "gap_ev": 9.689, "relative_energy_kcal_mol": 81.8, "homo_ha": -0.3212, "smiles": "N/N=C\\O/C=N\\N"}

What did the first record say?
{"formula": "C2H6N4", "method": "wB97M-V/def2-TZVPD", "species": ["C", "C", "N", "N", "N", "N", "H", "H", "H", "H", "H", "H"], "coordinates": [[-0.043140, -1.023070, -1.169579], [0.520061, 0.570694, 1.011407], [-1.130324, -0.638632, -0.320855], [-0.752730, 0.868998, 0.516284], [0.011499, -1.321395, 0.241707], [-0.167359, 1.939139, -0.070243], [-0.198125, -2.269229, 0.541486], [-0.756709, 2.750339, 0.158354], [-0.231760, -1.818358, -1.886635], [0.668317, -0.262748, -1.499428], [0.671627, 0.710098, 2.077525], [1.408645, 0.494165, 0.399976]], "atomic_forces_ev_per_a": [[0.2, 0.1, 0.2], [-0.1, 1.9, -0.3], [0.6, 0.7, 0.5], [-0.3, -1.6, -0.2], [-0.4, -0.6, -0.1], [0.4, -0.4, 0.1], [-0.2, 0.1, -0.3], [0.2, -0.1, 0.2], [0.0, 0.1, 0.1], [-0.1, 0.0, 0.1], [0.0, 0.0, -0.1], [-0.2, -0.1, -0.2]], "mulliken_charge": [-0.13, -0.18, -0.36, -0.01, -0.37, -0.50, 0.22, 0.21, 0.26, 0.24, 0.30, 0.31], "gap_ev": 9.326, "relative_energy_kcal_mol": 182.7, "homo_ha": -0.3103}